Record 1
DFT (ωB97M-V/def2-TZVPD) results for 12 unconnected molecules or ions with the total composition C4H33N3O12.

```
! RIJCOSX wB97M-V def2-TZVPD def2/J DEFGRID3
* xyz 0 1
N 0.14 2.74 -0.17
C -0.61 2.61 1.23
C -1.11 1.08 1.34
C 0.00 0.22 0.76
N -0.38 -0.07 -0.67
C -0.13 -1.13 1.61
N 0.83 -1.20 2.69
O -0.92 -1.97 1.34
H -0.16 2.08 -0.94
H 0.16 3.66 -0.47
H -1.35 3.32 1.36
H 0.09 2.89 1.96
H -2.13 0.92 0.97
H -1.30 0.79 2.37
H 0.95 0.81 0.67
H -0.78 -1.02 -0.63
H 0.37 0.00 -1.25
H 0.64 -1.94 3.29
H 1.49 -0.46 2.98
O 2.87 0.89 -1.70
H 2.45 1.68 -1.96
H 2.57 0.23 -2.40
O 0.33 2.29 4.50
H -0.24 1.94 3.81
H 1.10 2.43 4.09
O 2.21 1.52 2.74
H 2.64 2.00 3.43
H 2.59 1.82 1.83
O -4.21 0.47 0.62
H -3.74 -0.07 1.35
H -4.12 0.22 -0.20
O 4.22 -0.12 1.21
H 3.43 -0.60 1.44
H 4.14 0.54 0.56
O -1.67 -3.52 -0.67
H -1.75 -4.42 -0.23
H -1.45 -2.79 -0.09
O -0.34 1.18 -4.18
H -0.77 0.37 -3.94
H -0.93 1.79 -4.31
O 0.56 -1.53 -3.13
H -0.01 -2.27 -3.08
H 1.42 -1.93 -3.18
O -0.98 -3.69 -3.28
H -1.59 -2.90 -3.38
H -0.84 -3.78 -2.27
O 2.40 -0.16 -4.40
H 1.94 -0.81 -4.77
H 1.89 0.69 -4.52
O -3.13 -1.29 2.52
H -2.88 -2.16 2.23
H -3.92 -1.35 2.94
*
```

Calculated values
- E_LUMO: 0.14 eV
- Frontier orbital gap: 9.318 eV
- HOMO energy: -9.17 eV
- Structure (SMILES): NCC[C@H](N)C(N)=O.O.O.O.O.O.O.O.O.O.O.O

In elementary charge units, the natural (NBO) charges are: number 1, N, carries -0.9188; number 2, C, carries -0.1994; number 3, C, carries -0.4437; number 4, C, carries -0.1910; number 5, N, carries -0.8505; number 6, C, carries 0.7569; number 7, N, carries -0.8629; number 8, O, carries -0.6870; number 9, H, carries 0.3938; number 10, H, carries 0.3576; number 11, H, carries 0.1870; number 12, H, carries 0.1799; number 13, H, carries 0.2582; number 14, H, carries 0.1972; number 15, H, carries 0.2573; number 16, H, carries 0.3541; number 17, H, carries 0.3786; number 18, H, carries 0.3831; number 19, H, carries 0.4398; number 20, O, carries -0.9758; number 21, H, carries 0.4662; number 22, H, carries 0.5011; number 23, O, carries -0.9211; number 24, H, carries 0.4698; number 25, H, carries 0.4486; number 26, O, carries -0.9735; number 27, H, carries 0.4769; number 28, H, carries 0.5093; number 29, O, carries -0.9821; number 30, H, carries 0.5017; number 31, H, carries 0.4601; number 32, O, carries -0.9606; number 33, H, carries 0.4791; number 34, H, carries 0.4847; number 35, O, carries -1.0010; number 36, H, carries 0.4956; number 37, H, carries 0.5069; number 38, O, carries -0.9423; number 39, H, carries 0.4879; number 40, H, carries 0.4566; number 41, O, carries -0.9829; number 42, H, carries 0.4737; number 43, H, carries 0.4723; number 44, O, carries -0.9640; number 45, H, carries 0.4677; number 46, H, carries 0.5100; number 47, O, carries -0.9544; number 48, H, carries 0.4665; number 49, H, carries 0.4980; number 50, O, carries -0.9341; number 51, H, carries 0.4966; number 52, H, carries 0.4724


Record 2
DFT (ωB97M-V/def2-TZVPD) results for 2 unconnected molecules or ions with the total composition C2H5NOS.

```
! RIJCOSX wB97M-V def2-TZVPD def2/J DEFGRID3
* xyz 0 1
C 1.89 0.27 0.69
C -0.11 0.43 -0.72
N 0.59 0.60 0.56
O 4.31 -0.51 0.20
S 3.14 0.13 -0.38
H 2.67 -0.32 2.38
H -0.59 1.29 -0.94
H 0.76 0.44 -1.46
H -0.90 -0.32 -0.72
H -0.10 0.75 1.29
*
```

Calculated values
- E_LUMO (alpha / beta): -0.58 / -0.59 eV
- Frontier orbital gap (alpha / beta): 7.457 / 7.447 eV
- HOMO energy (alpha / beta): -8.03 / -8.03 eV

In elementary charge units, the natural (NBO) charges are: number 1, C, carries -0.1462; number 2, C, carries -0.4108; number 3, N, carries -0.6456; number 4, O, carries -0.9321; number 5, S, carries 0.9889; number 6, H, carries 0.1053; number 7, H, carries 0.1995; number 8, H, carries 0.2158; number 9, H, carries 0.2093; number 10, H, carries 0.4161


Record 3
DFT (ωB97M-V/def2-TZVPD) results for a molecular structure, C4H54BO35.

```
! RIJCOSX wB97M-V def2-TZVPD def2/J DEFGRID3
* xyz -1 1
O 2.20 0.31 -2.44
C 1.28 0.36 -1.69
O 1.03 -0.43 -0.77
B -0.20 0.06 -0.10
O -0.64 1.23 -0.91
C 0.34 1.42 -1.65
O 0.51 2.48 -2.30
O -0.06 0.42 1.31
C -0.85 -0.32 1.96
O -0.75 -0.45 3.12
C -1.49 -1.25 1.14
O -1.23 -1.02 -0.05
O -2.35 -2.04 1.49
O 0.25 2.08 3.75
H 1.19 2.06 3.91
H 0.01 1.19 3.83
O -1.94 -0.94 5.61
H -1.47 -1.10 4.82
H -1.71 -0.08 5.91
O 3.00 -1.58 -4.02
H 2.62 -2.38 -3.62
H 2.77 -0.90 -3.36
O -1.75 3.96 0.25
H -1.18 4.30 -0.47
H -1.15 3.33 0.66
O -3.62 0.50 4.18
H -2.88 0.05 4.62
H -3.47 0.95 3.32
O 1.77 4.56 -3.47
H 2.65 4.78 -3.15
H 1.43 3.72 -3.15
O -0.60 3.79 -4.65
H 0.19 4.34 -4.61
H -0.95 4.04 -3.79
O -0.16 -3.07 4.63
H 0.33 -3.91 4.50
H -0.01 -2.52 3.88
O 0.72 3.10 1.13
H 0.57 2.30 1.66
H 0.79 3.78 1.77
O -2.85 -2.61 -1.74
H -3.34 -1.98 -1.23
H -3.47 -3.28 -1.97
O -3.14 2.35 -1.18
H -2.56 1.95 -1.85
H -2.56 2.74 -0.57
O 1.21 -2.38 2.17
H 0.75 -3.19 2.20
H 1.58 -2.47 1.33
O 4.53 -0.05 -0.76
H 4.11 0.81 -0.59
H 3.98 -0.81 -0.59
O 2.84 1.69 -4.99
H 3.32 2.11 -4.23
H 3.51 1.10 -5.38
O -2.84 1.65 1.94
H -2.52 2.50 2.32
H -3.69 1.85 1.62
O -4.27 -2.05 3.33
H -3.51 -2.54 3.07
H -4.19 -1.19 2.90
O 0.89 -2.82 -2.20
H 1.00 -3.17 -3.12
H 0.24 -2.16 -2.38
O 3.96 2.26 -2.71
H 3.79 2.82 -1.93
H 3.40 1.51 -2.54
O 2.93 -2.40 -0.16
H 3.50 -3.14 -0.40
H 2.28 -2.35 -0.87
O -4.31 -3.58 0.47
H -3.90 -4.40 0.17
H -3.62 -2.99 0.73
O 2.90 0.20 2.11
H 2.13 -0.36 2.31
H 2.89 0.29 1.18
O 0.43 5.24 -0.99
H 1.16 5.10 -0.41
H 0.54 4.73 -1.83
O -0.44 -4.82 1.90
H -0.54 -4.50 1.02
H -1.22 -4.60 2.44
O -0.94 -4.03 -0.61
H -0.37 -3.95 -1.38
H -1.45 -3.22 -0.70
O 1.91 -0.68 4.61
H 1.68 -0.74 5.54
H 1.76 -1.59 4.31
O 0.07 1.12 -4.68
H -0.35 1.91 -4.39
H 1.01 1.29 -4.62
O -0.89 -1.21 -3.10
H -0.90 -1.32 -4.07
H -1.60 -1.80 -2.78
*
```

Calculated values
- E_LUMO: 1.46 eV
- Frontier orbital gap: 8.907 eV
- HOMO energy: -7.45 eV

In elementary charge units, the Mulliken charges are: number 1, O, carries 0.4219; number 2, C, carries 0.2476; number 3, O, carries 1.1680; number 4, B, carries -0.3819; number 5, O, carries 0.5627; number 6, C, carries -0.3295; number 7, O, carries -0.3485; number 8, O, carries 1.5096; number 9, C, carries -0.3727; number 10, O, carries 0.2525; number 11, C, carries 1.3411; number 12, O, carries 0.0853; number 13, O, carries -1.0857; number 14, O, carries -0.7175; number 15, H, carries 0.3234; number 16, H, carries 0.0263; number 17, O, carries -0.8645; number 18, H, carries 0.4649; number 19, H, carries 0.3509; number 20, O, carries -0.7310; number 21, H, carries 0.3333; number 22, H, carries -0.0181; number 23, O, carries -0.8311; number 24, H, carries 0.4252; number 25, H, carries 0.2850; number 26, O, carries -0.7485; number 27, H, carries 0.1746; number 28, H, carries 0.5069; number 29, O, carries -0.7461; number 30, H, carries 0.2974; number 31, H, carries 0.6582; number 32, O, carries -0.7426; number 33, H, carries 0.3800; number 34, H, carries 0.3577; number 35, O, carries -0.6606; number 36, H, carries 0.3389; number 37, H, carries -0.0354; number 38, O, carries -0.6984; number 39, H, carries 0.1090; number 40, H, carries 0.3195; number 41, O, carries -0.6469; number 42, H, carries 0.2371; number 43, H, carries 0.2664; number 44, O, carries -0.7944; number 45, H, carries 0.2323; number 46, H, carries 0.3991; number 47, O, carries -0.4838; number 48, H, carries 0.2458; number 49, H, carries 0.0563; number 50, O, carries -0.6664; number 51, H, carries 0.2549; number 52, H, carries 0.3663; number 53, O, carries -0.6985; number 54, H, carries 0.3844; number 55, H, carries 0.2808; number 56, O, carries -0.7957; number 57, H, carries 0.3114; number 58, H, carries 0.3160; number 59, O, carries -0.6229; number 60, H, carries 0.3203; number 61, H, carries 0.3174; number 62, O, carries -1.0398; number 63, H, carries 0.3364; number 64, H, carries 0.3528; number 65, O, carries -0.7424; number 66, H, carries 0.3910; number 67, H, carries 0.0125; number 68, O, carries -0.9137; number 69, H, carries 0.2765; number 70, H, carries 0.1639; number 71, O, carries -0.7075; number 72, H, carries 0.3146; number 73, H, carries 0.5228; number 74, O, carries -0.8003; number 75, H, carries -0.0030; number 76, H, carries 0.2620; number 77, O, carries -0.7483; number 78, H, carries 0.2897; number 79, H, carries 0.3584; number 80, O, carries -0.7176; number 81, H, carries 0.3936; number 82, H, carries 0.3429; number 83, O, carries -0.7848; number 84, H, carries 0.4747; number 85, H, carries -0.0044; number 86, O, carries -0.6030; number 87, H, carries 0.3161; number 88, H, carries 0.2801; number 89, O, carries -0.6787; number 90, H, carries 0.3446; number 91, H, carries 0.3041; number 92, O, carries -0.5363; number 93, H, carries 0.2762; number 94, H, carries 0.3590


How do the records compare in energy relative to the best compared isomer or geometry (same formula, charge and spin)? In the order shown, they have 452.3 583.0 78.8 kJ/mol.